# C18H55N3O11

A cluster of 8 separate species, C18H55N3O11 in total (ωB97M-V/def2-TZVPD, the Open Molecules 2025 dataset).

ORCA input file:
```
! wB97M-V def2-TZVPD RIJCOSX def2/J DEFGRID3
* xyz 0 1
C 6.54 3.23 -6.46
O 7.86 3.59 -5.90
C 8.68 4.33 -6.79
C 10.05 4.66 -6.09
N 10.39 3.77 -5.03
C 10.70 2.33 -5.33
C 11.76 2.16 -6.51
O 11.05 2.26 -7.78
C 10.07 1.18 -8.06
H 6.64 2.67 -7.39
H 5.97 4.09 -6.81
H 5.86 2.78 -5.74
H 8.10 5.22 -7.07
H 8.85 3.70 -7.66
H 9.99 5.69 -5.73
H 10.80 4.63 -6.88
H 9.49 3.74 -4.57
H 9.76 1.78 -5.39
H 11.16 1.98 -4.40
H 12.25 1.19 -6.54
H 12.59 2.84 -6.33
H 10.37 0.16 -7.82
H 9.75 1.45 -9.07
H 9.17 1.30 -7.46
C 8.53 7.82 -4.63
O 8.45 6.60 -4.11
C 7.10 6.04 -4.00
C 7.13 4.77 -3.02
N 7.09 5.15 -1.65
C 6.30 4.13 -0.87
C 7.06 2.80 -0.41
O 7.99 2.27 -1.43
C 7.49 1.09 -2.12
H 9.45 8.25 -5.02
H 8.28 8.54 -3.86
H 7.96 7.85 -5.56
H 6.74 5.67 -4.96
H 6.64 6.93 -3.57
H 8.10 4.26 -3.06
H 6.48 4.02 -3.47
H 8.06 5.02 -1.42
H 5.32 3.86 -1.26
H 6.04 4.62 0.06
H 6.44 1.98 -0.05
H 7.77 3.14 0.35
H 7.00 0.41 -1.43
H 8.38 0.53 -2.42
H 6.94 1.31 -3.04
C 1.91 3.29 -16.75
O 2.72 4.45 -16.76
C 2.87 5.10 -15.46
C 3.96 4.57 -14.52
N 4.33 5.18 -13.29
C 5.20 6.42 -13.47
C 5.68 7.08 -12.18
O 6.81 7.98 -12.49
C 7.32 8.56 -11.29
H 2.14 2.57 -15.97
H 1.95 2.75 -17.70
H 0.88 3.59 -16.60
H 1.99 5.52 -14.98
H 3.29 6.05 -15.78
H 4.82 4.23 -15.09
H 3.49 3.65 -14.18
H 4.81 4.49 -12.73
H 4.73 7.27 -13.94
H 6.08 6.00 -13.95
H 5.84 6.30 -11.42
H 4.87 7.62 -11.69
H 8.11 9.25 -11.59
H 7.78 7.89 -10.55
H 6.56 9.05 -10.68
O 9.22 10.30 -8.77
H 9.77 10.05 -9.51
H 8.90 9.47 -8.41
O 10.76 9.29 -10.64
H 10.69 9.32 -11.60
H 10.84 8.35 -10.44
O 12.25 9.80 -7.04
H 11.53 9.18 -7.12
H 12.36 10.16 -7.92
O 9.45 7.50 -7.93
H 8.51 7.59 -8.08
H 9.58 6.59 -7.69
O 6.74 7.50 -8.06
H 6.12 6.78 -7.98
H 6.26 8.27 -7.76
*
```

Results
- frontier orbital gap (eV) = 8.5
- energy relative to the best compared isomer or geometry (same formula, charge and spin) (eV) = 5.916
- SMILES = COCCNCCOC.COCCNCCOC.COCCNCCOC.O.O.O.O.O
- electronic energy (eV) = -46542.358
- F_max (eV/Å) = 4.9

Partial charges, Mulliken, in e: -1.092 0.045 -0.357 -1.001 -0.355 -0.076 -0.947 -0.315 -0.675 0.427 0.261 0.329 0.060 0.463 0.388 0.649 -0.130 0.213 0.413 0.428 0.366 0.352 0.293 0.153 -0.894 -0.297 -0.429 -0.692 -0.339 -0.681 -0.512 -0.324 -0.604 0.281 0.376 0.348 -0.101 0.735 0.404 0.299 0.386 0.334 0.431 0.422 0.267 0.374 0.216 0.158 -0.648 -0.339 -0.651 -0.462 -0.370 -0.501 -0.440 -0.340 -0.409 0.273 0.264 0.284 0.367 0.280 0.332 0.375 0.255 0.216 0.318 0.244 0.322 0.222 0.162 0.302 -0.677 0.391 0.255 -0.632 0.284 0.313 -0.652 0.318 0.318 -0.311 0.268 0.083 -0.535 0.213 0.261